79
Properties=species:S:1:pos:R:3:forces:R:3 method="wB97M-V/def2-TZVPD" smiles="[H]/N=C(/N)NCCCCN(S)C(=O)O.CCOP(=O)(OCC)OCC.CCOP(=O)(OCC)OCC" orbital_gap_ev=9.10 total_charge=0 e_lumo_ev=0.12 homo_ha=-0.330
N -2.801 0.110 1.025 0.0 -0.1 0.3
C -2.520 0.377 -0.186 0.1 0.0 0.5
N -3.297 -0.197 -1.183 0.3 0.2 -0.4
N -1.436 1.160 -0.599 -0.7 0.1 -0.6
C -1.636 2.087 -1.723 0.8 0.5 -0.3
C -1.434 3.543 -1.279 -0.4 -0.6 0.5
C -2.516 4.000 -0.258 0.7 0.3 -0.6
C -3.480 5.057 -0.832 -0.1 0.0 -0.2
N -4.929 4.748 -0.808 0.3 -0.8 0.2
S -5.483 4.324 0.799 -0.1 0.3 0.1
C -5.326 3.857 -1.835 -0.6 0.5 -0.7
O -5.798 4.242 -2.869 0.3 -0.2 0.4
O -5.152 2.514 -1.589 -0.3 0.4 0.8
H -2.154 0.574 1.656 -0.1 0.1 0.1
H -3.009 0.030 -2.120 -0.1 0.0 0.0
H -4.285 -0.067 -1.039 0.0 -0.2 0.1
H -1.022 1.640 0.187 0.1 -0.2 0.1
H -2.623 1.990 -2.176 0.0 -0.2 0.2
H -0.887 1.875 -2.494 -0.1 -0.1 -0.1
H -0.458 3.563 -0.784 0.1 0.3 -0.3
H -1.434 4.186 -2.161 0.3 0.0 0.1
H -1.976 4.472 0.563 -0.3 -0.2 0.3
H -3.037 3.111 0.100 -0.2 0.2 0.2
H -3.245 5.256 -1.881 -0.1 0.0 0.0
H -3.357 6.010 -0.316 -0.1 -0.1 0.1
H -6.093 3.167 0.524 0.2 -0.1 0.0
H -5.971 2.077 -1.854 0.1 -0.2 -0.5
O -0.433 -6.900 0.919 -1.8 -0.3 -0.3
P -0.744 -5.768 1.796 3.5 0.9 1.5
O -0.345 -4.370 1.154 -0.6 -0.1 -0.2
C -0.926 -3.962 -0.096 -0.1 0.1 -0.3
C -2.367 -3.522 0.051 -0.1 -0.1 0.2
O 0.337 -5.808 3.001 -0.4 0.1 0.1
C 1.201 -6.924 3.203 0.3 -0.2 0.1
C 2.584 -6.636 2.658 0.0 0.2 0.0
O -2.005 -5.375 2.654 -0.8 -0.6 -0.8
C -2.242 -5.823 4.003 -0.2 -0.1 0.2
C -1.880 -4.723 4.973 0.1 0.2 0.0
H -0.834 -4.775 -0.821 0.0 0.0 0.1
H -0.315 -3.133 -0.450 0.1 0.0 0.1
H -3.009 -4.363 0.322 0.0 0.0 -0.1
H -2.732 -3.100 -0.885 0.0 0.0 0.0
H -2.465 -2.770 0.835 0.0 0.1 -0.1
H 0.785 -7.826 2.755 -0.1 0.1 -0.1
H 1.250 -7.089 4.282 0.0 0.1 0.0
H 2.530 -6.352 1.607 0.0 -0.1 0.0
H 3.228 -7.510 2.755 0.0 0.0 0.0
H 3.038 -5.805 3.200 0.0 0.0 0.0
H -1.704 -6.747 4.213 0.1 0.0 -0.1
H -3.307 -6.044 4.072 0.0 0.0 -0.1
H -0.847 -4.407 4.840 0.0 -0.1 0.0
H -2.015 -5.068 5.998 0.0 0.0 0.0
H -2.515 -3.852 4.809 0.0 0.0 0.0
O 3.612 2.128 0.607 -1.9 0.2 0.1
P 3.597 2.266 -0.851 3.9 0.3 -0.9
O 3.958 0.911 -1.601 -0.7 0.0 0.1
C 3.145 -0.254 -1.383 -0.1 -0.3 0.0
C 1.813 -0.145 -2.094 -0.1 0.2 0.0
O 4.901 3.131 -1.251 -0.4 0.1 -0.2
C 5.698 3.796 -0.270 0.3 0.1 0.2
C 6.949 3.002 0.032 0.0 -0.1 -0.1
O 2.582 2.931 -1.861 -1.0 -0.2 0.7
C 2.610 4.323 -2.238 -0.2 0.2 0.0
C 3.261 4.470 -3.592 0.1 -0.1 -0.1
H 3.005 -0.410 -0.311 0.0 0.1 0.0
H 3.715 -1.099 -1.767 0.1 0.1 0.0
H 1.202 0.644 -1.652 -0.1 -0.1 0.0
H 1.259 -1.081 -2.019 0.0 0.0 0.0
H 1.957 0.101 -3.147 0.0 -0.1 0.0
H 5.124 3.982 0.638 -0.1 -0.2 0.0
H 5.963 4.769 -0.693 0.0 0.0 -0.1
H 6.695 1.987 0.340 -0.1 0.0 0.1
H 7.527 3.477 0.826 0.0 0.0 0.0
H 7.575 2.927 -0.859 0.0 0.0 0.0
H 3.106 4.926 -1.478 0.1 -0.1 0.0
H 1.571 4.650 -2.285 0.0 -0.1 0.1
H 4.261 4.043 -3.595 0.0 0.1 0.1
H 3.325 5.524 -3.864 0.0 0.0 0.0
H 2.677 3.948 -4.351 0.0 0.0 0.0

73
Properties=species:S:1:pos:R:3:forces:R:3 method="wB97M-V/def2-TZVPD" orbital_gap_ev=7.46 total_charge=-1 e_lumo_ev=2.73 homo_ha=-0.174
Cl -0.122 0.840 0.489 0.2 -0.2 -0.1
C -1.218 3.879 -3.097 0.0 0.3 0.2
O -1.856 3.298 -1.995 0.1 0.0 -0.1
C -2.844 2.375 -2.380 0.1 0.5 -0.1
C -3.408 1.679 -1.177 -0.7 -0.6 -0.3
N -3.829 2.600 -0.152 0.5 0.0 0.2
C -4.362 1.904 0.997 -0.4 0.8 0.1
C -4.735 2.864 2.115 -1.0 0.0 -0.2
O -3.623 3.549 2.604 0.2 -0.2 0.1
C -3.881 4.217 3.801 -0.2 0.2 0.2
H -0.600 4.691 -2.710 0.1 -0.1 0.0
H -1.943 4.331 -3.794 0.0 -0.2 0.0
H -0.587 3.158 -3.627 0.0 0.0 -0.1
H -2.433 1.631 -3.075 -0.1 0.0 -0.1
H -3.650 2.937 -2.891 0.0 -0.1 -0.1
H -2.705 0.935 -0.801 0.3 0.4 0.3
H -4.284 1.088 -1.542 0.2 0.0 -0.1
H -4.527 3.231 -0.529 0.0 0.1 0.0
H -3.622 1.209 1.391 0.0 -0.2 -0.2
H -5.301 1.399 0.703 0.2 -0.4 0.4
H -5.255 2.303 2.913 0.4 -0.1 0.0
H -5.525 3.570 1.771 0.4 0.1 -0.1
H -2.926 4.542 4.208 0.0 0.0 0.0
H -4.387 3.566 4.530 0.1 0.0 0.0
H -4.525 5.100 3.657 0.1 0.0 -0.1
C 3.670 -2.889 1.967 0.3 -0.2 0.0
O 2.418 -2.868 2.585 -0.1 -0.2 0.1
C 1.402 -2.562 1.652 -0.3 0.2 0.2
C 0.090 -2.438 2.396 0.1 0.6 -0.3
N -0.983 -2.148 1.448 -0.1 -0.4 0.4
C -2.267 -2.146 2.126 0.0 0.4 0.3
C -3.374 -1.914 1.121 0.1 0.0 0.1
O -4.550 -1.499 1.805 0.2 -0.2 0.2
C -5.658 -1.519 0.967 -0.3 -0.1 -0.7
H 3.692 -3.616 1.139 0.0 0.1 0.2
H 4.401 -3.215 2.708 0.0 0.1 0.0
H 3.936 -1.905 1.566 0.0 -0.1 0.0
H 1.337 -3.341 0.876 0.0 0.0 0.1
H 1.609 -1.593 1.177 0.0 -0.2 0.0
H 0.214 -1.586 3.086 -0.1 -0.3 0.3
H -0.139 -3.347 2.955 0.1 0.0 0.0
H -0.825 -1.183 1.138 0.1 0.0 -0.4
H -2.328 -1.349 2.891 0.0 0.0 -0.1
H -2.420 -3.088 2.662 0.0 -0.1 -0.1
H -3.553 -2.846 0.566 -0.1 0.1 -0.1
H -3.057 -1.138 0.413 -0.1 0.0 0.0
H -5.881 -2.539 0.611 0.0 0.0 0.1
H -5.511 -0.903 0.065 0.1 0.0 0.1
H -6.528 -1.133 1.496 0.1 0.0 0.1
C 5.383 -3.687 -2.691 0.2 -0.2 -0.2
O 4.441 -2.660 -2.605 -0.2 0.1 0.0
C 3.514 -2.861 -1.546 -0.1 -0.1 0.1
C 2.587 -1.682 -1.379 -0.5 0.1 0.2
N 3.158 -0.534 -0.665 -0.3 -0.1 -0.8
C 4.069 0.225 -1.523 -0.1 0.0 0.3
C 4.537 1.451 -0.770 0.4 0.2 0.4
O 5.070 2.457 -1.617 -0.4 0.1 0.0
C 6.271 2.062 -2.206 0.3 0.1 -0.4
H 6.190 -3.567 -1.956 -0.1 -0.1 0.1
H 5.831 -3.663 -3.688 0.0 0.1 0.0
H 4.927 -4.678 -2.567 0.0 0.1 0.1
H 4.034 -3.055 -0.597 0.1 0.2 -0.4
H 2.907 -3.755 -1.763 0.1 0.0 -0.1
H 1.730 -2.020 -0.787 0.2 0.0 -0.1
H 2.134 -1.397 -2.343 0.3 0.0 -0.1
H 2.346 0.068 -0.507 0.0 0.0 0.5
H 3.580 0.570 -2.449 0.1 -0.1 -0.1
H 4.908 -0.417 -1.783 0.0 0.0 -0.2
H 5.313 1.196 -0.030 -0.1 -0.2 0.0
H 3.711 1.889 -0.209 -0.1 0.1 -0.2
H 6.612 2.875 -2.851 0.0 0.0 0.1
H 6.157 1.178 -2.846 0.0 -0.1 0.1
H 7.046 1.879 -1.448 0.0 -0.1 -0.1

84
Properties=species:S:1:pos:R:3:forces:R:3 method="wB97M-V/def2-TZVPD" orbital_gap_ev=5.52 total_charge=0 e_lumo_ev=-3.33 homo_ha=-0.325
Hg -10.064 17.443 -16.511 0.1 0.3 0.0
Hg -13.919 16.766 -16.407 1.6 1.2 0.2
C -11.925 17.220 -14.544 0.3 1.1 -2.7
O -13.150 17.679 -14.492 -0.4 -0.7 0.4
O -10.912 17.925 -14.268 -0.3 -0.1 1.2
O -11.732 16.195 -15.321 -0.7 -1.0 0.3
C -12.262 18.296 -18.022 -0.6 -0.1 3.9
O -11.249 19.028 -17.716 -0.4 0.3 -1.5
O -13.488 18.683 -17.843 -0.1 0.5 -0.9
O -12.091 17.013 -17.963 0.0 -1.2 -1.1
C -12.400 15.153 -20.959 0.4 -0.1 0.5
C -12.705 14.023 -21.920 -0.1 0.9 -0.1
O -14.092 13.717 -21.950 0.4 -0.5 0.4
O -12.160 14.624 -19.649 0.0 -0.4 -0.2
H -13.233 15.854 -20.892 0.0 0.1 -0.4
H -11.499 15.656 -21.329 0.0 0.2 0.1
H -12.056 13.179 -21.665 -0.2 -0.2 0.0
H -12.425 14.380 -22.912 -0.2 -0.2 -0.1
H -14.261 13.264 -21.114 -0.3 0.0 -0.2
H -12.158 15.350 -19.011 0.0 0.4 -0.1
C -9.226 20.688 -15.317 0.4 1.5 -0.2
C -9.517 21.056 -13.867 -1.4 -0.5 -0.3
O -10.753 20.529 -13.410 0.2 -0.4 0.0
O -8.695 19.369 -15.479 -0.2 0.4 -0.2
H -8.532 21.428 -15.742 0.4 -0.2 0.3
H -10.079 20.873 -15.970 -0.4 -0.8 0.3
H -9.715 22.125 -13.766 0.8 0.1 -0.1
H -8.680 20.709 -13.244 0.0 0.3 0.1
H -10.854 19.604 -13.710 0.0 0.1 0.2
H -7.898 19.337 -14.939 -0.1 -0.3 0.0
C -16.570 19.370 -21.607 0.2 0.4 0.0
C -15.583 18.847 -20.604 1.0 0.4 0.1
O -14.824 19.944 -20.074 -0.4 -0.3 0.1
O -17.565 20.171 -20.987 -0.2 -0.2 -0.2
H -17.027 18.528 -22.127 -0.3 0.1 0.1
H -16.045 19.984 -22.345 0.1 -0.2 -0.1
H -14.841 18.198 -21.084 -0.4 -0.4 -0.2
H -16.112 18.317 -19.808 0.0 -0.1 0.0
H -14.323 19.568 -19.332 0.0 0.2 0.0
H -17.137 20.999 -20.746 0.0 -0.1 0.2
C -14.411 20.968 -14.021 1.4 -0.3 1.2
C -13.730 21.134 -15.356 -0.5 -0.6 -1.0
O -14.673 21.157 -16.440 0.0 0.1 0.1
O -14.949 19.675 -13.758 -0.5 0.1 -0.8
H -15.122 21.760 -13.789 -0.4 -0.3 -0.4
H -13.618 21.075 -13.263 0.1 0.5 -0.2
H -13.093 20.263 -15.564 0.3 0.1 0.5
H -13.100 22.027 -15.403 -0.1 0.1 0.3
H -14.328 20.547 -17.103 -0.2 0.0 0.0
H -14.265 19.027 -14.004 -0.2 0.3 0.3
C -11.973 22.010 -19.164 -0.8 -0.3 -0.9
C -12.064 23.501 -19.468 0.1 -0.3 1.6
O -10.806 23.973 -19.897 0.1 0.4 -0.8
O -10.985 21.778 -18.188 0.5 0.2 0.0
H -11.782 21.552 -20.147 0.6 -0.2 0.2
H -12.910 21.533 -18.864 -0.3 0.6 0.2
H -12.351 24.043 -18.558 -0.1 -0.1 0.0
H -12.826 23.720 -20.213 0.2 -0.1 -0.3
H -10.119 23.683 -19.290 -0.2 -0.2 0.2
H -10.981 20.832 -17.960 -0.3 0.1 -0.2
C -10.251 14.012 -17.041 -0.6 0.2 -0.4
O -9.661 15.235 -17.476 0.6 -0.2 0.7
C -8.908 15.183 -18.657 -0.5 -0.5 -0.6
C -8.759 16.588 -19.192 0.1 0.4 -0.6
N -8.342 17.626 -18.207 -0.7 -1.1 -0.3
C -7.021 17.446 -17.608 0.4 0.4 -0.6
C -6.926 16.530 -16.362 -0.7 0.2 -0.7
O -8.114 16.573 -15.577 1.0 0.5 0.4
C -8.019 15.726 -14.442 0.1 -0.7 -0.2
H -11.257 14.002 -17.469 0.1 -0.5 0.0
H -10.360 14.000 -15.960 0.3 0.2 0.0
H -9.676 13.152 -17.387 0.0 0.0 0.0
H -9.485 14.585 -19.374 0.1 0.2 -0.3
H -7.946 14.660 -18.561 0.1 0.2 0.5
H -9.705 16.911 -19.635 -0.2 0.1 0.5
H -8.108 16.579 -20.077 0.4 -0.2 0.3
H -8.399 18.490 -18.730 0.0 0.3 0.5
H -6.622 18.439 -17.402 -0.3 0.0 0.4
H -6.358 17.075 -18.401 0.2 -0.4 0.3
H -6.091 16.884 -15.758 0.2 -0.2 0.0
H -6.767 15.506 -16.706 0.1 -0.1 0.2
H -8.825 15.909 -13.735 -0.1 0.3 -0.3
H -7.057 15.846 -13.940 0.0 0.1 0.0
H -8.093 14.693 -14.803 0.0 -0.1 0.2